[1]
Formula: C32H88AsF6N8O8
Source: the OMol25 dataset
Level of theory: the ωB97M-V functional and the def2-TZVPD basis

```
143
Properties=species:S:1:pos:R:3
As 0.598 -0.054 0.806
F 1.463 0.184 2.368
F 1.411 1.424 0.002
F -0.425 -0.346 -0.620
F -0.119 -1.529 1.500
F -0.836 0.913 1.351
F 1.931 -1.122 0.044
C 4.845 -1.484 -1.402
C 6.065 -2.183 -2.072
C 7.101 -2.590 -1.019
O 8.285 -3.084 -1.639
C 9.273 -3.359 -0.717
N 5.715 -3.334 -2.956
H 4.097 -1.394 -2.190
H 5.023 -0.459 -1.079
H 4.528 -2.023 -0.509
H 6.507 -1.461 -2.758
H 6.608 -3.279 -0.333
H 7.363 -1.782 -0.335
H 10.191 -3.679 -1.208
H 8.874 -4.046 0.031
H 9.622 -2.455 -0.218
H 6.574 -3.851 -3.076
H 5.595 -2.873 -3.847
C -5.269 -1.969 0.604
C -4.919 -1.693 -0.840
C -6.059 -0.855 -1.594
O -6.580 0.249 -0.942
C -7.563 0.973 -1.717
N -3.644 -1.011 -0.683
H -5.070 -1.109 1.244
H -4.751 -2.846 0.990
H -6.273 -2.289 0.882
H -4.741 -2.630 -1.369
H -6.760 -1.569 -2.026
H -5.479 -0.531 -2.459
H -7.930 1.766 -1.065
H -8.498 0.541 -2.073
H -7.216 1.449 -2.634
H -3.215 -0.923 -1.593
H -2.977 -1.595 -0.199
C -0.926 1.230 -3.256
C -1.477 1.905 -4.531
C -0.387 2.595 -5.354
O -0.867 3.300 -6.573
C 0.257 3.933 -7.256
N -2.139 0.864 -5.191
H -0.093 0.563 -3.482
H -1.702 0.643 -2.764
H -0.486 1.982 -2.601
H -2.187 2.699 -4.300
H 0.427 1.893 -5.534
H 0.155 3.286 -4.710
H 0.833 4.586 -6.599
H -0.052 4.548 -8.101
H 0.931 3.142 -7.585
H -1.592 0.499 -5.957
H -2.952 1.324 -5.573
C 1.844 -4.345 -4.790
C 1.638 -2.897 -4.179
C 0.298 -2.230 -4.712
O 0.315 -2.313 -6.192
C -0.897 -2.066 -6.888
N 1.583 -3.106 -2.752
H 2.600 -5.020 -4.390
H 2.037 -4.432 -5.859
H 0.824 -4.708 -4.665
H 2.552 -2.342 -4.391
H 0.323 -1.156 -4.527
H -0.625 -2.658 -4.320
H -0.856 -2.429 -7.915
H -1.248 -1.034 -6.854
H -1.747 -2.638 -6.517
H 2.515 -3.364 -2.461
H 1.401 -2.204 -2.337
C -3.574 2.190 -1.245
C -3.768 2.675 0.161
C -4.855 3.686 0.063
O -5.420 4.034 1.330
C -6.480 4.965 1.328
N -4.299 1.482 0.954
H -2.636 1.635 -1.237
H -3.440 3.013 -1.947
H -4.443 1.610 -1.554
H -2.799 2.986 0.550
H -5.669 3.446 -0.622
H -4.590 4.620 -0.432
H -6.055 5.801 0.773
H -6.776 5.217 2.347
H -7.406 4.609 0.876
H -5.183 1.318 0.495
H -3.829 0.701 0.518
C 0.144 3.883 2.318
C -1.188 3.986 3.161
C -2.060 5.157 2.772
O -3.201 5.081 3.700
C -3.973 6.308 3.806
N -1.790 2.652 2.962
H 0.699 4.813 2.441
H 0.024 3.803 1.238
H 0.728 3.070 2.750
H -1.089 4.015 4.246
H -2.450 4.951 1.775
H -1.491 6.085 2.830
H -3.503 6.956 4.546
H -4.988 6.027 4.086
H -3.928 6.800 2.834
H -1.512 1.990 3.672
H -1.557 2.146 2.120
C 2.823 -3.145 3.114
C 3.812 -4.230 3.233
C 4.922 -4.226 2.121
O 5.695 -5.388 2.117
C 6.245 -5.760 0.809
N 4.387 -4.244 4.544
H 2.208 -3.279 2.225
H 3.203 -2.125 3.053
H 2.210 -3.174 4.015
H 3.300 -5.181 3.091
H 5.654 -3.420 2.175
H 4.436 -4.084 1.156
H 6.311 -6.848 0.785
H 7.223 -5.330 0.594
H 5.577 -5.718 -0.051
H 5.120 -4.932 4.452
H 3.812 -4.402 5.360
C 1.255 -0.548 5.623
C 0.412 0.614 5.921
C 1.143 1.667 6.854
O 1.406 1.025 8.135
C 0.216 0.877 8.977
N 0.097 1.161 4.583
H 0.820 -1.166 4.838
H 1.356 -1.142 6.531
H 2.229 -0.197 5.282
H -0.495 0.161 6.320
H 0.628 2.610 7.038
H 2.106 1.950 6.430
H -0.366 0.024 8.630
H -0.305 1.833 8.924
H 0.558 0.664 9.990
H 0.830 1.647 4.085
H -0.115 0.451 3.896
```

Results
- total charge = -1
- HOMO-LUMO gap (eV) = 7.09
- energy above the lowest of the compared OMol25 structures with the same formula, charge and spin (kJ/mol) = 459.79
- LUMO (Ha) = 0.0848
- F_max (Eh/bohr) = 0.0669
- calculated total energy (a.u.) = -5146.81905

---

[2]
Formula: C5H24N2O7
Source: the OMol25 dataset
Level of theory: the ωB97M-V functional and the def2-TZVPD basis

```
38
Properties=species:S:1:pos:R:3
N -2.422 1.502 -1.215
C -2.475 0.021 -1.393
C -1.166 -0.609 -1.848
C -0.062 -0.577 -0.781
C -0.344 -1.558 0.392
N 0.839 -2.320 0.724
C -0.838 -0.666 1.569
O -0.068 -0.382 2.475
H -1.480 1.796 -0.851
H -2.559 2.020 -2.057
H -2.777 -0.391 -0.363
H -3.284 -0.221 -2.154
H -1.342 -1.603 -2.200
H -0.775 -0.066 -2.740
H 0.866 -0.873 -1.249
H 0.089 0.475 -0.426
H -1.178 -2.262 0.080
H 0.628 -3.014 1.469
H 1.639 -1.744 1.068
H -1.909 -0.325 1.555
O -2.900 1.669 1.631
H -3.368 2.355 2.040
H -3.121 1.702 0.719
O 1.752 2.274 -1.372
H 2.317 1.574 -1.035
H 0.966 2.214 -0.803
O 3.221 0.298 -0.310
H 3.009 0.057 0.632
H 3.202 -0.545 -0.737
O 2.763 -2.455 -1.524
H 3.321 -3.151 -1.433
H 1.980 -2.648 -0.909
O 2.589 -0.184 2.255
H 2.858 0.508 2.846
H 1.653 -0.280 2.351
O -0.421 2.351 0.863
H 0.022 2.992 1.443
H -1.225 2.069 1.286
```

Results
- HOMO-LUMO gap (eV) = 10.24
- SMILES = NCCC[C@@H](N)C=O.O.O.O.O.O.O
- energy above the lowest of the compared OMol25 structures with the same formula, charge and spin (kJ/mol) = 139.17
- LUMO (Ha) = 0.0146
- F_max (Eh/bohr) = 0.0976
- calculated total energy (a.u.) = -841.09462

---

[3]
Formula: C4H6OS
Source: the OMol25 dataset
Level of theory: the ωB97M-V functional and the def2-TZVPD basis

```
12
Properties=species:S:1:pos:R:3
C 1.208 -0.343 0.386
O 0.780 1.135 0.285
C -0.597 1.096 -0.158
C -0.971 -0.162 0.034
S -1.517 -1.779 -0.625
C 0.161 -1.069 -0.454
H 1.124 -0.502 1.436
H 2.070 -0.443 0.069
H -1.203 1.787 0.457
H -0.343 1.557 -1.094
H -1.180 -0.374 1.066
H 0.468 -0.903 -1.404
```

Results
- HOMO-LUMO gap (eV) = 9.53
- SMILES = C1OC[C@H]2S[C@H]12
- energy above the lowest of the compared OMol25 structures with the same formula, charge and spin (kJ/mol) = 545.60
- LUMO (Ha) = 0.0152
- F_max (Eh/bohr) = 0.1836
- calculated total energy (a.u.) = -629.23936